Model i:
{
  "formula": "C2H2N2O2S",
  "method": "the ωB97M-V functional and the def2-TZVPD basis",
  "species": ["C", "C", "N", "N", "O", "O", "S", "H", "H"],
  "coordinates": [[-0.868, 0.850, 0.077], [-1.698, -0.027, -0.425], [1.474, -1.556, 1.208], [1.630, -1.291, 0.139], [1.281, 1.689, 1.128], [1.856, -1.029, -0.970], [0.311, 1.953, 0.077], [-2.753, 0.029, -0.155], [-1.232, -0.619, -1.079]],
  "nbo_charge": [-0.32, -0.39, -0.07, 0.42, -0.92, -0.36, 1.17, 0.24, 0.22],
  "lumo_energy_ev": -0.1,
  "charge": 0,
  "homo_energy_ev": -9.534,
  "gap_ev": 9.43
}

Model ii:
{
  "formula": "C2H2N2O2S",
  "method": "the ωB97M-V functional and the def2-TZVPD basis",
  "species": ["C", "C", "H", "H", "N", "N", "O", "O", "S"],
  "coordinates": [[-0.587, 0.010, -0.068], [1.649, -0.257, -0.097], [-2.409, 1.051, 1.085], [0.119, -1.973, 0.915], [-0.147, 1.214, -0.025], [0.349, -0.936, -0.183], [1.247, 1.090, -0.009], [2.811, -0.521, 0.119], [-2.373, -0.256, -0.028]],
  "nbo_charge": [0.18, 0.84, 0.22, 0.44, -0.16, -0.64, -0.35, -0.53, -0.01],
  "lumo_energy_ev": -1.6,
  "charge": 0,
  "homo_energy_ev": -9.697,
  "gap_ev": 8.13
}

Of all the structures shown, which is most stable? model i, and model ii is the least stable.